Formula: C78H195ClN13O30
Source: the Open Molecules 2025 dataset
Level of theory: the ωB97M-V functional and the def2-TZVPD basis

Calculated values
molecular weight: 1830.93 g mol⁻¹
total charge: -1
E_HOMO: -6.1 eV
orbital gap: 8.005 eV

XYZ file:
```
317
Properties=species:S:1:pos:R:3:lowdin_charge:R:1
H -11.89453 8.44066 7.86573 0.114
C -15.40036 10.73671 -1.02969 -0.085
H -22.66385 4.65865 -0.21408 0.076
H -14.26055 2.95280 3.83493 0.127
H -21.26369 9.09331 7.77902 0.092
H -8.01641 10.26336 6.39847 0.083
H -19.47159 8.30601 -1.07011 0.109
H -13.81547 8.39725 2.10853 0.096
H -21.10166 10.67680 5.56068 0.104
H -21.40154 2.01108 8.56995 0.040
H -17.96779 0.19244 6.45207 0.064
N -16.15856 3.45545 3.13954 -0.069
H -22.52805 7.23635 1.95921 0.076
H -20.27630 2.26206 3.26185 0.084
C -20.49401 -0.83972 -0.69966 -0.201
H -20.07017 -2.18063 9.00581 0.075
N -20.81923 10.58003 11.56068 -0.073
H -19.41548 -3.78621 8.90661 0.086
C -16.73968 4.24383 0.80450 -0.211
H -21.61312 8.38085 3.80831 0.060
C -23.87081 9.94724 -0.65372 -0.179
H -24.80978 8.40393 0.41686 0.122
H -10.79690 12.81180 5.07199 0.062
O -19.96378 7.01101 -2.58822 -0.194
H -23.59822 3.63083 1.90559 0.114
C -20.85970 10.92765 14.09847 -0.246
H -17.09047 7.52565 7.28616 0.076
C -15.75537 13.20186 4.36755 -0.235
C -18.00034 -1.14036 10.34072 -0.222
H -21.14819 -3.35300 -0.24913 0.082
C -20.20134 9.22861 11.61310 -0.183
H -11.07676 7.80397 5.13896 0.108
O -11.96834 9.05690 10.98262 -0.178
H -16.58338 6.75310 0.99389 0.075
C -21.35246 10.99635 4.54919 -0.213
C -15.96274 7.78502 11.30704 -0.211
H -19.12837 9.25581 11.80308 0.108
H -22.05061 2.78325 4.22739 0.091
H -16.76927 2.66302 5.57981 0.114
H -16.44657 -1.77973 9.43976 0.125
C -20.03895 8.33923 -2.00022 -0.155
H -17.04829 3.29435 0.36707 0.108
H -17.82364 1.33994 11.42330 0.117
H -13.59729 11.61240 3.77154 0.115
H -21.09407 14.06510 -2.24229 0.085
H -17.78095 6.41523 -0.25899 0.076
H -17.92474 10.15685 2.36580 0.095
H -12.37296 11.36780 4.81143 0.101
C -13.93200 8.78625 12.03190 -0.233
H -22.81927 10.18036 -0.82111 0.097
C -21.31336 13.69972 -1.23904 -0.097
H -15.13307 4.96539 2.01643 0.104
H -19.65276 1.37558 -0.04459 0.077
H -16.41878 1.27884 7.33636 0.040
C -13.84373 12.53547 5.84576 -0.163
H -20.03369 7.53448 10.43663 0.098
H -19.21287 0.78027 5.30497 0.079
C -14.15505 8.04192 3.08143 -0.109
C -22.49878 1.72393 1.66072 -0.134
H -18.16056 6.38783 8.11020 0.060
H -22.30929 11.70135 16.22004 0.082
C -15.59053 3.98886 1.85763 -0.149
H -14.93660 3.27257 1.36023 0.112
H -25.32178 11.07640 -2.78343 0.103
O -19.66435 6.81121 5.00921 -0.379
H -17.02883 10.32611 6.40892 0.084
H -14.51255 8.93753 3.58954 0.063
O -16.00712 10.87066 4.67415 -0.217
H -18.95750 3.99632 7.62156 0.086
H -15.60917 6.80126 11.61579 0.116
C -18.13606 15.99372 7.06671 -0.111
H -11.06041 10.82872 10.49251 0.087
H -22.76002 1.88230 10.39162 0.111
O -9.87607 9.98150 5.69851 -0.178
H -23.72710 8.38606 -6.54533 0.086
H -15.64493 10.44330 2.19987 0.087
H -19.90461 4.62320 -1.32499 0.108
C -19.80009 3.84167 8.29552 -0.116
C -15.39645 0.96625 7.12370 -0.098
H -21.86087 3.75959 2.24695 0.113
O -23.24370 9.18453 -4.62415 -0.237
C -12.88687 9.80062 11.71822 -0.255
C -21.66520 -2.87108 -1.07892 -0.138
C -19.83622 10.89569 0.76195 -0.184
C -23.48544 4.18659 4.30067 -0.195
C -19.70235 9.58160 -2.83015 -0.220
O -15.97165 8.97513 -5.75167 -0.170
H -21.14574 12.85314 16.82161 0.083
C -22.74403 3.13132 2.36272 -0.221
H -19.86811 4.77308 8.85763 0.078
C -16.40520 9.55475 -4.51338 -0.224
O -19.96325 0.38785 7.19632 -0.194
H -8.96476 11.77895 6.45241 0.077
C -15.21115 3.32493 4.21700 -0.207
C -18.39217 1.28388 10.49499 -0.214
C -24.72116 1.95923 9.25758 -0.180
H -14.72958 11.59562 -1.00857 0.087
H -16.09748 11.81439 1.26218 0.114
H -20.46942 10.58789 4.05776 0.099
C -20.56054 8.48324 10.33468 -0.213
H -18.13019 11.19816 -0.35951 0.064
O -16.38277 6.78028 9.11091 -0.184
C -20.34027 3.68470 -0.98218 -0.180
O -22.76479 7.96302 0.03914 -0.195
H -15.98048 1.34705 4.65311 0.116
H -19.88569 13.27850 5.56532 0.098
C -24.38673 10.55300 -2.98302 -0.206
Cl -18.83519 6.41682 3.89057 0.581
H -20.72242 14.95103 3.30824 0.110
H -10.41161 14.20615 4.11018 0.089
C -16.71257 6.45615 -0.04690 -0.093
C -16.74958 12.05509 4.49019 -0.217
H -19.33960 11.29238 12.63330 0.109
H -18.46225 2.97898 -1.70455 0.097
H -13.96475 9.71988 -5.69782 0.082
N -22.35622 1.83201 8.29312 -0.040
C -22.36976 4.65201 -1.26364 -0.146
H -21.59861 0.76709 6.05776 0.112
H -17.48874 -1.11188 11.30278 0.130
H -19.54212 9.13523 7.28516 0.084
H -19.41153 1.18669 10.86856 0.112
H -15.01273 7.37499 2.99374 0.080
H -21.63906 8.34398 10.26058 0.126
H -21.49122 1.05266 -1.17126 0.107
H -16.34525 14.10950 4.23980 0.099
H -20.21651 9.68823 -3.78532 0.108
H -22.99989 0.95481 2.24847 0.115
O -20.04396 9.19108 9.21710 -0.211
H -22.32856 13.37026 -1.46021 0.072
H -20.27155 10.09415 14.48248 0.108
O -20.55197 12.58101 -0.83767 -0.193
H -22.77311 5.00862 4.23029 0.121
C -19.01692 0.13578 6.16191 -0.067
C -17.83643 9.11722 -4.26093 -0.178
H -14.59526 9.39938 -7.24532 0.084
C -26.23411 0.04908 9.39609 -0.120
O -20.80262 12.04639 14.92740 -0.201
H -10.23719 9.93539 11.69621 0.086
C -16.96476 7.57254 10.13432 -0.212
H -23.30110 8.53182 3.49088 0.066
H -13.50520 7.84211 12.37033 0.124
H -19.41613 16.61493 4.64916 0.111
C -18.46785 2.62698 9.74974 -0.172
C -20.51527 1.30793 2.79215 -0.132
C -13.08442 12.15596 4.56501 -0.195
H -13.23757 10.67670 11.17267 0.128
H -22.68552 8.56840 5.18681 0.087
H -20.36238 3.57011 0.10156 0.118
H -19.80447 -3.04224 7.38590 0.094
C -23.87587 3.99219 5.79790 -0.166
H -21.74245 12.72169 3.23575 0.096
H -16.31759 7.20941 -0.72859 0.084
C -13.67847 7.35383 5.14391 -0.231
C -12.57420 6.76869 6.07309 -0.181
C -17.47050 -2.15346 9.44307 -0.270
H -13.20403 12.96150 6.61868 0.107
H -21.04968 0.74597 3.55812 0.076
C -20.60836 0.47783 -1.45093 -0.209
O -13.16429 7.42128 3.84034 -0.162
H -9.56589 8.78878 7.44666 0.119
C -11.22509 13.72071 4.64934 -0.098
C -10.80942 9.80700 10.77742 -0.119
H -26.61559 0.29184 8.40429 0.079
O -19.30827 5.17348 3.41040 -0.368
H -20.08026 10.44689 -2.28556 0.106
H -25.36037 9.06779 -4.28990 0.113
H -20.49378 12.85916 1.14057 0.108
H -18.37613 9.42299 -5.15721 0.123
H -21.81553 10.40382 14.08949 0.114
H -12.37201 9.31450 6.45293 0.106
H -21.23464 6.79687 0.76320 0.091
H -20.50150 -0.72917 0.38469 0.114
N -24.33990 9.50223 -1.98630 -0.071
C -20.44595 14.74512 4.34229 -0.219
N -14.87755 8.66724 10.93291 -0.050
C -19.44277 -2.82617 8.39118 -0.096
O -18.96596 7.36364 2.82516 -0.362
C -24.85144 5.25464 7.63680 -0.124
C -21.89903 7.57620 1.13645 -0.047
H -26.24780 -1.04031 9.42995 0.086
H -15.11280 10.81006 -6.29212 0.079
C -22.51438 8.88453 4.15780 -0.064
C -23.79418 8.79807 0.38056 -0.250
O -19.78823 2.77796 9.20480 -0.213
H -17.66257 2.71241 9.02014 0.119
C -20.27116 8.67829 7.95434 -0.111
H -19.79178 2.53780 -2.74959 0.121
H -20.53810 5.84699 -4.12780 0.095
H -19.67817 -1.47831 -1.03836 0.120
H -22.94205 3.91445 6.35471 0.095
H -20.65269 8.72214 12.46625 0.115
C -23.18273 2.24616 9.45512 -0.168
O -17.47883 6.27539 4.34207 -0.367
H -14.03280 8.32835 5.47986 0.090
H -15.12923 4.32788 4.63589 0.109
H -17.70988 16.89639 6.62892 0.080
H -21.81659 11.74083 0.62313 0.107
C -15.83381 2.30698 5.14821 -0.189
H -21.06663 8.50836 -1.67872 0.096
H -15.71014 9.13318 -3.78726 0.115
H -15.16433 10.07849 -1.86584 0.069
H -15.43019 0.03923 6.55135 0.080
N -18.43575 11.31632 0.59588 -0.023
H -19.59290 0.74460 2.65073 0.096
H -25.51701 6.09266 7.84384 0.084
C -21.25720 0.10913 6.85690 -0.248
H -20.01752 9.98261 0.19492 0.083
O -24.95626 0.58598 9.62238 -0.225
H -17.39216 12.19414 5.35960 0.109
H -26.89577 0.53475 10.11332 0.083
H -14.56591 9.04550 12.87987 0.113
N -18.01212 0.19222 9.65899 -0.020
H -19.04020 -1.42247 10.50561 0.100
C -22.24151 0.36590 8.00723 -0.158
H -16.36841 10.64401 -4.49730 0.117
H -17.87018 7.17585 10.59359 0.100
H -14.54906 14.39415 5.34839 0.100
H -11.67927 14.27521 5.47052 0.079
C -19.29767 15.57956 4.96864 -0.189
H -22.85341 9.90204 -6.54202 0.078
C -16.71517 9.87645 5.46685 -0.057
O -15.35444 10.10831 0.24451 -0.202
H -20.09573 10.47193 1.73210 0.097
H -22.27943 12.95715 4.87544 0.106
O -12.32799 13.20863 3.92322 -0.202
N -18.32808 9.83810 -3.07962 -0.068
H -16.06344 9.07169 5.80701 0.060
H -21.73345 7.08676 -3.72609 0.084
H -12.93059 6.66464 7.09791 0.115
H -15.23571 13.27068 3.41188 0.113
H -22.06197 5.66078 -1.53889 0.071
H -16.42759 11.09319 -1.10596 0.057
O -18.13142 -2.31707 8.21194 -0.162
O -21.72974 -1.47802 -0.98175 -0.205
C -10.26515 9.47097 6.96318 -0.242
H -23.25662 0.00171 7.84907 0.109
O -16.28230 5.12070 -0.21084 -0.187
H -8.32289 11.21838 4.95161 0.085
N -11.32104 7.50303 6.07162 -0.035
H -25.06757 2.14318 8.24059 0.102
C -17.11760 6.62729 7.90285 -0.074
H -21.32285 -0.92211 6.51003 0.119
H -24.81276 10.55262 -5.18603 0.105
H -20.63385 11.06587 10.69484 0.110
H -17.65094 4.51141 1.33939 0.101
C -22.97190 8.95941 -6.00769 -0.120
H -16.69514 5.76770 7.38253 0.091
O -19.33716 15.66045 6.41857 -0.218
O -14.91944 2.06911 6.28302 -0.220
H -10.24541 9.23867 10.03783 0.085
O -22.51561 10.35131 4.06239 -0.198
H -25.32456 4.35979 8.04115 0.060
C -21.46659 12.54751 4.27578 -0.143
H -18.29829 15.31823 4.62069 0.098
H -16.48800 8.21749 12.15861 0.110
C -19.48581 2.60426 -1.70553 -0.178
C -14.90046 9.74153 -6.25645 -0.140
C -20.80784 12.10170 0.42242 -0.232
H -14.53407 6.68111 5.08475 0.108
N -19.51031 1.31543 -1.04268 -0.070
H -20.62924 3.83855 7.58799 0.081
H -20.53213 0.26502 -2.51723 0.126
H -23.00889 1.76385 0.69827 0.111
C -11.57854 8.68188 6.85081 -0.228
H -17.53595 9.42933 4.90603 0.086
H -20.15874 7.60027 7.83889 0.078
H -23.56323 11.26424 -2.91921 0.103
C -16.12837 10.72484 1.26439 -0.192
H -19.07946 -0.86214 5.72794 0.089
H -21.97361 8.52647 -6.07160 0.075
H -10.46705 10.28194 7.66296 0.105
H -16.91702 4.09210 3.33835 0.062
H -17.36126 -3.10227 9.96834 0.122
H -23.93259 5.42733 8.19713 0.079
H -18.60449 0.06506 8.85089 0.078
H -18.11896 10.82528 -3.12295 0.104
H -17.83900 8.06805 -3.96541 0.131
H -21.13800 -3.11136 -2.00219 0.082
C -24.57932 9.81760 -4.41573 -0.124
H -22.95270 3.29646 9.63416 0.102
H -22.63923 -3.35501 -1.15071 0.081
H -24.39267 3.03731 5.89396 0.110
H -17.18777 8.56775 9.74970 0.119
H -12.52101 10.20568 12.66170 0.120
C -17.64080 10.23976 1.31670 -0.137
H -18.39944 16.22825 8.09808 0.090
N -22.92027 2.96569 3.74728 -0.080
H -23.62662 9.32288 1.32109 0.106
H -21.33278 8.44391 1.47491 0.070
H -24.41348 10.80733 -0.26149 0.122
H -21.87727 -0.16138 8.88892 0.109
H -14.88556 0.80311 8.07264 0.082
C -20.66651 6.86742 -3.76679 -0.145
O -24.62363 5.19012 6.24327 -0.191
H -25.18118 2.59078 10.01760 0.112
H -21.31030 14.47423 -0.47207 0.088
H -14.25915 11.66505 6.35361 0.105
H -17.48256 15.14215 6.87729 0.082
H -23.71339 8.84146 -2.42331 0.087
H -23.26522 4.55531 -1.87755 0.093
H -20.17359 7.44570 -4.54827 0.067
O -21.10000 1.36671 1.52469 -0.219
H -21.33964 15.18863 4.78126 0.105
H -24.43394 4.38978 3.80350 0.119
H -18.34387 3.42280 10.48418 0.120
H -12.44896 5.77087 5.65264 0.114
H -14.34681 8.29139 10.16015 0.110
N -14.94513 13.47933 5.51062 -0.050
C -20.42650 11.36883 12.66341 -0.221
O -21.63142 3.53229 -1.55520 -0.180
N -20.20055 13.32238 4.60667 -0.042
H -17.71700 9.28637 0.79388 0.108
H -20.70507 11.10122 16.80007 0.083
H -17.39387 12.13777 3.61488 0.109
H -20.73018 12.40686 12.52789 0.124
C -8.76308 10.86984 5.88587 -0.113
C -21.24087 11.90418 16.29384 -0.080
```